# 1
# C36H60As5F30N8O4

A molecular structure, C36H60As5F30N8O4 in a non-equilibrium geometry (wB97M-V/def2-TZVPD, OMol25).

The geometry in XYZ format:
```
143
Properties=species:S:1:pos:R:3:mulliken_charge:R:1
C 0.845 10.620 1.291 -0.894
C 0.114 9.512 2.014 0.434
O -1.096 9.496 2.224 -0.394
N 0.987 8.347 2.551 -0.134
H 1.902 8.769 2.625 0.380
H 0.783 8.279 3.538 0.357
C 0.908 7.050 1.795 -0.780
H 0.397 11.530 1.689 0.337
H 0.488 10.619 0.261 0.300
H 1.924 10.652 1.444 0.357
H -0.134 6.800 1.595 0.359
H 1.306 6.267 2.440 0.345
H 1.481 7.063 0.868 0.331
C 1.670 1.219 7.917 -0.933
C 1.600 -0.168 7.336 0.585
O 2.557 -0.690 6.855 -0.354
N 0.210 -0.878 7.382 -0.287
H -0.161 -0.964 8.318 0.382
H -0.573 -0.536 6.843 0.397
C 0.306 -2.339 6.952 -0.825
H 0.666 1.579 8.140 0.352
H 2.013 1.895 7.133 0.303
H 2.348 1.302 8.766 0.307
H -0.661 -2.834 7.048 0.335
H 1.098 -2.683 7.618 0.351
H 0.599 -2.143 5.920 0.387
C 4.099 -8.567 -4.270 -1.008
C 3.414 -8.817 -2.934 0.596
O 2.846 -9.830 -2.637 -0.378
N 3.467 -7.623 -1.914 -0.215
H 4.190 -7.798 -1.231 0.347
H 3.707 -6.753 -2.366 0.378
C 2.187 -7.273 -1.136 -0.795
H 5.003 -7.975 -4.128 0.369
H 3.330 -8.126 -4.904 0.323
H 4.368 -9.536 -4.690 0.336
H 2.406 -6.602 -0.305 0.331
H 1.904 -8.265 -0.784 0.380
H 1.471 -6.976 -1.902 0.338
C -2.003 -2.138 -7.119 -0.856
C -2.114 -0.687 -6.760 0.429
O -3.228 -0.103 -6.583 -0.455
N -0.855 0.224 -6.726 -0.176
H -0.819 0.961 -6.037 0.375
H -0.022 -0.202 -6.345 0.377
C -0.506 0.592 -8.225 -0.698
H -1.637 -2.540 -6.174 0.325
H -1.424 -2.237 -8.037 0.373
H -3.033 -2.430 -7.323 0.309
H -0.545 -0.347 -8.777 0.286
H 0.455 1.106 -8.263 0.345
H -1.281 1.287 -8.546 0.363
C 8.087 0.217 -0.990 -0.896
N 8.659 1.056 -2.105 0.033
C 7.924 1.966 -2.861 -0.379
C 8.562 2.817 -3.752 -0.623
C 9.936 2.678 -3.986 0.928
C 10.594 1.640 -3.273 -0.761
C 9.962 0.839 -2.343 -0.236
C 10.654 3.560 -4.897 1.164
C 10.262 4.901 -5.039 -0.708
C 10.974 5.703 -5.926 -0.428
N 11.913 5.158 -6.761 0.006
C 12.210 3.831 -6.750 -0.194
C 11.655 3.047 -5.727 -0.781
C 12.618 6.004 -7.700 -0.899
H 7.216 0.697 -0.544 0.324
H 8.792 -0.047 -0.202 0.323
H 7.739 -0.664 -1.530 0.419
H 6.884 2.036 -2.575 0.464
H 8.103 3.676 -4.219 0.506
H 11.636 1.404 -3.432 0.421
H 10.361 0.053 -1.720 0.428
H 9.532 5.261 -4.329 0.479
H 10.863 6.756 -6.141 0.521
H 12.867 3.527 -7.552 0.406
H 11.893 1.996 -5.659 0.429
H 13.326 5.433 -8.300 0.278
H 13.174 6.741 -7.122 0.406
H 11.978 6.530 -8.409 0.371
C -7.744 -1.937 1.517 -0.986
N -8.491 -2.213 2.789 0.054
C -9.845 -2.403 2.717 -0.276
C -10.591 -2.631 3.893 -0.712
C -9.905 -2.614 5.157 1.127
C -8.541 -2.333 5.194 -0.660
C -7.798 -2.140 3.965 -0.319
C -10.749 -2.863 6.420 0.965
C -11.926 -3.571 6.416 -0.680
C -12.735 -3.656 7.592 -0.220
N -12.375 -3.101 8.732 0.056
C -11.246 -2.373 8.724 -0.356
C -10.384 -2.233 7.613 -0.709
C -13.060 -3.325 9.985 -0.850
H -7.601 -0.858 1.459 0.366
H -8.281 -2.382 0.680 0.358
H -6.797 -2.475 1.558 0.405
H -10.341 -2.342 1.759 0.408
H -11.666 -2.730 3.881 0.407
H -8.014 -2.389 6.135 0.355
H -6.735 -1.965 4.032 0.505
H -12.353 -4.070 5.559 0.428
H -13.731 -4.073 7.588 0.460
H -10.960 -1.910 9.656 0.366
H -9.464 -1.668 7.626 0.458
H -13.761 -2.492 10.034 0.409
H -12.368 -3.235 10.823 0.291
H -13.645 -4.244 10.033 0.347
As 4.577 -2.548 -6.837 1.996
F 5.106 -3.973 -7.783 -0.492
F 4.831 -1.421 -8.259 -0.513
F 3.833 -1.104 -5.937 -0.533
F 4.309 -3.717 -5.499 -0.509
F 6.279 -2.357 -6.370 -0.484
F 2.996 -2.787 -7.527 -0.466
As -5.273 3.440 5.563 1.965
F -6.590 2.529 6.515 -0.543
F -4.333 3.921 6.979 -0.475
F -4.192 4.511 4.629 -0.490
F -6.232 3.187 4.088 -0.475
F -6.267 4.910 5.945 -0.497
F -4.286 2.000 5.341 -0.485
As -4.838 -7.989 1.813 1.966
F -6.193 -9.104 1.268 -0.495
F -4.410 -9.303 3.008 -0.502
F -3.519 -7.098 2.451 -0.440
F -5.274 -6.847 0.415 -0.519
F -6.001 -7.277 2.995 -0.511
F -3.693 -8.786 0.660 -0.501
As -0.048 -0.654 -0.044 2.040
F 1.416 -1.527 0.473 -0.507
F -1.000 -2.111 0.145 -0.466
F -1.497 0.296 -0.583 -0.499
F 0.867 0.891 -0.167 -0.501
F 0.338 -1.239 -1.753 -0.553
F -0.349 -0.237 1.663 -0.514
As -0.656 6.402 -4.756 2.001
F 0.102 4.807 -4.248 -0.510
F 0.841 7.347 -4.381 -0.495
F -1.512 7.931 -5.258 -0.479
F -2.249 5.463 -5.120 -0.519
F -1.166 6.685 -3.060 -0.487
F -0.148 6.057 -6.510 -0.511
```

Net charge: +3
Maximum force: 6.88 eV/A
Orbital gap: 5.009 eV
Molecular weight: 1613.5 g/mol
HOMO level: -13.399 eV
LUMO energy: -8.39 eV
Relative energy (zero: lowest compared OMol25 entry of this formula, charge and spin): 249.2 kcal/mol

***

# 2
# C36H62B3F5O15

A molecular structure, C36H62B3F5O15 in a non-equilibrium geometry (wB97M-V/def2-TZVPD, OMol25).

The geometry in XYZ format:
```
121
Properties=species:S:1:pos:R:3:mulliken_charge:R:1
C 4.712 -1.523 3.577 -0.236
C 4.041 -2.582 2.618 -0.144
C 3.993 -2.173 1.091 -0.738
C 3.497 -0.702 0.806 -0.583
B 2.037 -0.355 1.345 0.554
O 1.291 -1.115 2.298 -0.430
B 1.399 -0.339 3.495 0.822
O 1.260 1.074 3.301 -0.702
B 0.622 1.241 2.028 0.227
C -0.909 1.802 1.906 1.195
F -1.062 3.043 2.525 -0.331
F -1.253 1.887 0.538 -0.235
C -1.811 0.689 2.548 -0.142
C -2.564 0.867 3.786 -0.722
C -3.334 -0.293 4.267 -0.589
C -3.347 -1.583 3.568 -0.709
C -2.588 -1.729 2.319 -0.215
C -2.523 -3.038 1.496 1.008
F -3.709 -3.731 1.498 -0.258
F -2.143 -2.811 0.192 -0.268
F -1.549 -3.877 2.024 -0.247
C -1.823 -0.596 1.824 0.005
O 1.384 0.850 0.900 -0.566
H 4.742 -0.476 3.185 -0.174
H 5.729 -1.831 3.948 0.106
H 4.069 -1.482 4.510 0.138
H 4.671 -3.519 2.681 0.400
H 3.013 -2.896 2.946 0.075
H 3.348 -2.938 0.568 0.271
H 5.041 -2.258 0.677 0.347
H 3.460 -0.584 -0.318 0.315
H 4.192 0.102 1.173 0.322
H 1.576 -0.826 4.556 -0.124
H -2.557 1.838 4.334 0.447
H -3.925 -0.254 5.217 0.338
H -3.924 -2.459 3.953 0.414
H -1.215 -0.702 0.890 0.519
O 7.136 -3.471 4.153 -0.570
C 8.329 -3.345 4.044 0.809
O 9.002 -2.566 4.909 -0.362
C 10.430 -2.496 4.984 -0.423
C 10.982 -1.497 3.988 -0.963
C 9.069 -3.972 2.892 -1.078
H 10.877 -3.486 4.878 0.388
H 10.663 -2.160 5.996 0.316
H 10.758 -1.789 2.960 0.271
H 12.065 -1.408 4.093 0.363
H 10.531 -0.516 4.144 0.284
H 8.997 -3.318 2.022 0.240
H 8.599 -4.928 2.661 0.342
H 10.115 -4.186 3.103 0.347
O -7.598 1.754 -2.104 -0.592
C -6.403 1.875 -2.193 0.681
O -5.738 2.649 -1.319 -0.385
C -4.308 2.707 -1.224 -0.386
C -3.736 3.699 -2.214 -0.796
C -5.646 1.244 -3.334 -0.443
H -3.868 1.712 -1.324 0.341
H -4.084 3.041 -0.210 0.206
H -3.950 3.410 -3.244 0.274
H -2.653 3.780 -2.097 0.493
H -4.180 4.684 -2.065 0.095
H -5.701 1.898 -4.205 0.284
H -6.117 0.290 -3.572 -0.115
H -4.606 1.025 -3.105 0.275
O -3.281 5.643 -4.686 -0.540
C -2.951 6.674 -4.159 0.771
O -1.754 7.219 -4.442 -0.361
C -1.345 8.525 -4.021 -0.407
C -0.759 8.492 -2.625 -0.926
C -3.820 7.321 -3.111 -1.012
H -2.164 9.241 -4.116 0.359
H -0.575 8.843 -4.727 0.305
H -1.494 8.165 -1.888 0.263
H -0.397 9.480 -2.336 0.351
H 0.072 7.786 -2.578 0.289
H -3.622 6.855 -2.145 0.233
H -4.863 7.158 -3.381 0.357
H -3.686 8.398 -3.031 0.355
O -0.217 -6.885 -4.567 -0.584
C -1.153 -6.754 -3.820 0.733
O -1.605 -5.525 -3.518 -0.416
C -2.818 -5.268 -2.796 -0.358
C -2.583 -5.316 -1.300 -0.755
C -1.771 -7.948 -3.139 -0.867
H -3.615 -5.939 -3.118 0.399
H -3.132 -4.262 -3.077 0.178
H -2.253 -6.304 -0.975 0.256
H -3.497 -5.062 -0.760 0.290
H -1.801 -4.614 -1.018 0.257
H -1.191 -8.191 -2.248 0.238
H -1.739 -8.791 -3.829 0.308
H -2.816 -7.810 -2.870 0.302
O 6.267 1.849 4.156 -0.564
C 5.619 2.825 3.881 0.839
O 4.751 2.786 2.853 -0.302
C 3.803 3.819 2.560 -0.004
C 4.427 4.907 1.711 -1.163
C 5.833 4.125 4.612 -1.137
H 3.350 4.208 3.474 0.346
H 2.999 3.342 1.997 0.007
H 5.248 5.403 2.232 0.310
H 3.684 5.660 1.442 0.381
H 4.845 4.483 0.796 0.318
H 6.676 4.653 4.164 0.292
H 6.063 3.900 5.653 0.310
H 4.959 4.774 4.622 0.359
O -5.847 -5.038 -4.065 -0.550
C -6.476 -4.047 -4.336 0.541
O -7.356 -4.066 -5.351 -0.347
C -8.282 -3.009 -5.634 -0.409
C -7.643 -1.935 -6.490 -0.859
C -6.222 -2.750 -3.611 -0.906
H -8.713 -2.610 -4.713 0.384
H -9.104 -3.467 -6.185 0.289
H -6.804 -1.460 -5.979 0.186
H -8.371 -1.165 -6.748 0.350
H -7.248 -2.368 -7.411 0.302
H -5.372 -2.244 -4.071 0.229
H -5.985 -2.977 -2.572 0.378
H -7.080 -2.080 -3.592 0.421
```

Maximum force: 2.71 eV/A
Orbital gap: 9.506 eV
Molecular weight: 862.3 g/mol
HOMO level: -9.701 eV
LUMO energy: -0.20 eV